[1]
Density functional theory data (wB97M-V/def2-TZVPD) for a 16-piece molecular cluster, C34H94O19 overall.

Structure (ORCA input):
```
! wB97M-V def2-TZVPD RIJCOSX def2/J DEFGRID3
* xyz 0 1
C 24.298 7.148 4.852
C 24.823 5.703 5.171
C 24.400 5.463 6.595
O 23.360 6.440 6.720
C 23.028 7.133 5.577
H 24.143 7.218 3.776
H 25.024 7.874 5.219
H 25.885 5.482 5.061
H 24.306 4.993 4.525
H 25.189 5.672 7.317
H 24.022 4.446 6.693
H 22.579 8.124 5.638
H 22.415 6.539 4.899
C 29.810 7.879 5.952
C 28.302 8.050 5.762
C 28.032 9.341 4.987
O 29.298 10.024 5.011
C 30.323 9.073 5.116
H 30.307 6.921 5.802
H 30.065 8.032 7.001
H 27.686 8.126 6.658
H 27.930 7.285 5.079
H 27.274 9.974 5.448
H 27.605 9.152 4.002
H 31.252 9.446 5.546
H 30.551 8.777 4.092
C 26.438 8.609 11.863
C 25.946 8.798 10.463
C 26.134 7.416 9.805
O 26.582 6.582 10.886
C 27.217 7.347 11.853
H 25.656 8.537 12.619
H 27.072 9.445 12.161
H 26.577 9.400 9.810
H 24.927 9.176 10.386
H 26.848 7.531 8.989
H 25.141 7.109 9.477
H 28.262 7.373 11.542
H 27.141 6.724 12.745
C 33.158 6.592 11.106
O 32.867 7.441 10.084
H 33.048 7.140 12.042
H 32.446 5.768 11.057
H 34.158 6.169 11.012
H 32.108 7.986 10.306
C 29.296 5.540 8.503
O 29.981 4.718 9.409
H 29.942 5.677 7.635
H 28.446 4.955 8.154
H 29.086 6.585 8.735
H 30.711 5.248 9.738
C 33.885 7.295 6.586
O 33.123 6.371 7.301
H 33.750 7.010 5.543
H 33.513 8.309 6.730
H 34.927 7.222 6.895
H 33.190 6.610 8.228
C 32.423 5.071 3.322
O 32.672 5.261 1.945
H 33.207 4.396 3.664
H 32.499 6.041 3.814
H 31.480 4.572 3.542
H 31.838 5.488 1.527
C 29.784 3.199 5.828
O 29.113 2.664 7.028
H 30.241 4.158 6.072
H 30.613 2.583 5.479
H 29.088 3.303 4.996
H 29.630 2.775 7.829
C 31.615 8.017 0.593
O 30.970 6.742 0.217
H 32.117 8.439 -0.278
H 30.916 8.771 0.956
H 32.348 8.029 1.399
H 30.204 6.994 -0.303
C 30.698 10.272 9.237
O 30.852 9.470 10.463
H 31.177 11.241 9.378
H 31.154 9.813 8.360
H 29.642 10.424 9.012
H 31.228 10.056 11.124
C 25.605 12.504 2.747
O 25.521 13.757 2.137
H 26.606 12.079 2.830
H 25.116 12.490 3.721
H 25.037 11.901 2.038
H 24.692 14.181 2.371
C 33.588 2.916 7.374
O 33.316 3.835 6.298
H 32.744 2.955 8.064
H 33.645 1.877 7.050
H 34.562 3.198 7.775
H 33.148 4.705 6.668
C 34.471 10.327 9.635
O 35.662 10.622 10.296
H 34.698 9.664 8.800
H 33.755 9.988 10.384
H 34.112 11.260 9.201
H 36.111 11.371 9.897
C 25.312 12.552 7.407
O 26.601 12.540 7.903
C 27.154 13.780 8.340
C 28.723 13.852 8.337
O 29.326 13.991 7.092
C 29.159 12.849 6.207
H 25.339 12.949 6.392
H 24.602 13.187 7.938
H 24.942 11.528 7.362
H 26.735 13.915 9.338
H 26.820 14.548 7.642
H 29.160 12.960 8.785
H 29.155 14.686 8.891
H 29.671 12.024 6.701
H 29.738 13.052 5.306
H 28.122 12.586 5.995
C 35.126 13.051 7.459
O 34.651 12.645 6.181
C 33.487 11.920 6.090
C 33.235 11.760 4.606
O 34.384 11.031 4.092
C 34.014 10.524 2.775
H 35.726 12.308 7.985
H 34.426 13.389 8.223
H 35.889 13.818 7.329
H 32.672 12.553 6.440
H 33.509 10.908 6.496
H 33.109 12.741 4.148
H 32.343 11.188 4.350
H 34.901 10.060 2.345
H 33.611 11.211 2.031
H 33.292 9.725 2.942
C 28.001 9.001 1.008
O 26.831 8.336 1.267
C 26.816 6.968 1.062
C 27.000 6.568 -0.433
O 28.307 6.772 -0.871
C 28.516 6.541 -2.328
H 28.842 8.575 1.555
H 27.900 10.044 1.306
H 28.245 9.143 -0.045
H 25.857 6.616 1.442
H 27.569 6.626 1.772
H 26.349 7.186 -1.052
H 26.697 5.531 -0.579
H 28.325 5.521 -2.661
H 29.487 6.892 -2.679
H 27.857 7.173 -2.924
*
```

Summary:
gap between HOMO and LUMO = 9.7204 eV



[2]
Density functional theory data (wB97M-V/def2-TZVPD) for C34H95N13O16 as an isolated structure.

Structure (ORCA input):
```
! wB97M-V def2-TZVPD RIJCOSX def2/J DEFGRID3
* xyz 0 1
C -10.127 2.380 13.372
O -9.805 3.185 12.503
N -9.262 1.587 13.954
N -11.326 2.325 13.859
H -9.525 0.857 14.600
H -8.305 1.528 13.635
H -11.430 1.707 14.651
H -12.120 2.695 13.356
C -5.895 1.439 13.607
O -5.101 2.310 13.626
N -5.556 0.144 13.740
N -7.199 1.609 13.604
H -4.611 0.043 14.082
H -6.214 -0.614 13.625
H -7.642 0.790 13.214
H -7.448 2.541 13.305
C -8.320 1.344 17.070
O -9.469 1.181 17.451
N -7.284 1.811 17.748
N -7.706 0.921 15.986
H -6.377 1.783 17.305
H -7.554 2.315 18.580
H -6.745 1.095 15.727
H -8.408 0.558 15.357
C -14.992 1.588 15.107
O -15.382 1.895 16.217
N -15.563 0.683 14.293
N -13.813 1.871 14.606
H -15.368 0.612 13.304
H -16.427 0.241 14.572
H -13.746 1.597 13.637
H -13.006 2.109 15.165
C -10.305 0.065 11.845
O -11.589 -0.094 11.459
C -11.723 -0.224 10.046
C -13.186 -0.377 9.763
N -13.907 0.867 9.970
C -14.029 1.918 8.843
C -12.747 2.596 8.368
O -11.999 3.182 9.500
C -11.005 4.149 9.104
H -9.720 0.669 11.151
H -9.883 -0.938 11.787
H -10.135 0.382 12.874
H -11.152 -1.004 9.542
H -11.245 0.667 9.639
H -13.669 -1.116 10.403
H -13.456 -0.730 8.768
H -13.435 1.371 10.708
H -14.548 2.746 9.326
H -14.525 1.477 7.979
H -12.910 3.333 7.581
H -12.286 1.784 7.806
H -10.443 4.492 9.973
H -11.457 5.043 8.674
H -10.293 3.822 8.346
C -13.419 2.676 18.447
O -12.843 3.044 17.167
C -13.258 4.400 16.898
C -12.254 5.114 15.945
N -12.246 4.737 14.531
C -13.505 4.947 13.865
C -13.349 4.462 12.390
O -13.008 3.086 12.370
C -12.623 2.485 11.107
H -13.049 3.357 19.213
H -13.239 1.605 18.541
H -14.502 2.730 18.334
H -13.210 4.951 17.838
H -14.277 4.371 16.514
H -11.325 4.918 16.481
H -12.569 6.157 15.934
H -12.175 3.755 14.754
H -13.873 5.972 13.835
H -14.164 4.161 14.233
H -12.581 5.036 11.871
H -14.283 4.580 11.840
H -11.718 2.915 10.679
H -13.431 2.739 10.421
H -12.507 1.412 11.262
C -8.792 -2.641 9.359
O -8.104 -1.665 10.164
C -6.934 -2.053 10.769
C -6.537 -0.941 11.876
N -7.755 -0.491 12.753
C -8.472 -1.529 13.474
C -9.798 -1.036 14.068
O -9.755 -0.297 15.356
C -9.712 -1.151 16.488
H -8.062 -3.091 8.686
H -9.551 -2.268 8.671
H -9.205 -3.482 9.916
H -6.124 -2.445 10.154
H -7.156 -2.890 11.431
H -6.294 -0.040 11.312
H -5.658 -1.195 12.468
H -8.431 -0.161 12.080
H -7.942 -2.001 14.301
H -8.667 -2.296 12.725
H -10.557 -1.812 13.964
H -10.157 -0.334 13.315
H -9.152 -2.073 16.330
H -10.756 -1.249 16.783
H -9.239 -0.518 17.239
C -3.733 0.041 11.226
O -4.849 0.830 11.121
C -5.095 1.407 9.843
C -6.460 1.947 9.818
N -6.524 3.081 10.751
C -7.921 3.405 11.189
C -7.745 4.672 12.048
O -7.309 4.071 13.338
C -7.483 5.010 14.380
H -2.853 0.568 10.859
H -3.829 -0.850 10.606
H -3.465 -0.403 12.185
H -4.926 0.710 9.022
H -4.240 2.077 9.756
H -7.240 1.209 10.003
H -6.679 2.395 8.849
H -5.865 2.824 11.472
H -8.282 2.544 11.752
H -8.621 3.636 10.386
H -8.671 5.225 12.209
H -7.112 5.396 11.535
H -7.114 4.585 15.314
H -8.541 5.193 14.565
H -6.877 5.885 14.144
C -11.870 -0.226 13.228
O -12.056 -0.820 14.460
C -13.268 -1.614 14.682
C -13.476 -1.988 16.164
N -13.147 -0.942 17.162
C -13.416 -1.313 18.576
C -12.926 -2.796 19.085
O -13.935 -3.891 18.919
C -13.678 -5.130 19.591
H -12.794 0.347 13.149
H -11.738 -0.918 12.397
H -10.979 0.402 13.243
H -13.322 -2.485 14.029
H -14.142 -1.035 14.385
H -13.016 -2.942 16.423
H -14.530 -2.223 16.313
H -13.856 -0.239 17.011
H -14.476 -1.233 18.813
H -13.062 -0.415 19.083
H -12.409 -2.702 20.040
H -12.027 -2.928 18.483
H -14.050 -5.140 20.616
H -12.689 -5.587 19.571
H -14.201 -5.915 19.045
O -10.197 5.057 12.220
H -10.050 4.157 12.510
H -10.927 4.995 11.603
O -11.729 0.961 15.760
H -11.879 0.023 15.645
H -12.162 1.173 16.587
*
```

Summary:
gap between HOMO and LUMO = 7.6059 eV
ΔE to the lowest compared entry with this formula, charge and spin = 3815.6 kJ/mol



[3]
Density functional theory data (wB97M-V/def2-TZVPD) for a 16-piece molecular cluster, C34H96F3O32 overall.

Structure (ORCA input):
```
! wB97M-V def2-TZVPD RIJCOSX def2/J DEFGRID3
* xyz -1 1
C 19.320 3.370 10.385
O 20.612 3.730 10.718
O 19.259 2.561 9.329
C 18.465 3.052 11.590
F 18.838 1.918 12.313
F 18.605 4.085 12.528
F 17.142 2.965 11.401
C 21.366 2.770 11.421
C 22.610 3.418 12.024
H 23.051 2.647 12.650
H 23.264 3.934 11.327
H 22.200 4.204 12.687
H 21.717 1.989 10.741
H 20.822 2.264 12.218
H 18.813 4.286 10.018
C 14.987 6.874 11.180
C 16.268 6.344 11.729
O 17.110 7.371 12.128
O 15.240 7.593 9.971
H 14.667 7.615 11.928
H 14.251 6.078 11.053
H 16.758 5.603 11.090
H 16.068 5.799 12.654
H 17.311 7.983 11.408
H 14.392 7.907 9.642
C 21.319 -0.279 14.797
C 19.959 -0.554 14.206
O 19.248 -1.411 15.078
O 21.969 0.735 14.028
H 21.934 -1.192 14.877
H 21.242 0.052 15.852
H 20.052 -1.070 13.255
H 19.475 0.410 14.047
H 18.821 -0.869 15.750
H 22.928 0.693 14.245
C 27.737 4.654 8.047
C 26.417 5.040 7.447
O 25.808 3.912 6.875
O 27.669 3.780 9.201
H 28.285 5.525 8.391
H 28.315 4.119 7.285
H 26.619 5.710 6.586
H 25.718 5.553 8.114
H 24.828 3.945 6.921
H 27.079 3.022 8.975
C 23.693 -1.883 11.224
C 23.040 -0.510 11.283
O 23.108 0.126 10.037
O 22.797 -2.920 10.779
H 24.137 -2.186 12.177
H 24.558 -1.825 10.541
H 23.748 0.009 11.954
H 22.046 -0.547 11.715
H 22.232 0.008 9.586
H 22.557 -2.637 9.880
C 18.435 7.930 15.060
C 19.127 8.226 16.366
O 18.199 8.162 17.433
O 18.520 6.527 14.734
H 18.793 8.570 14.235
H 17.359 8.161 15.072
H 19.533 9.236 16.336
H 19.892 7.478 16.553
H 18.009 9.047 17.742
H 18.225 6.474 13.807
C 18.347 -0.917 8.647
C 19.532 -0.917 9.604
O 20.513 0.028 9.259
O 17.619 0.341 8.689
H 17.609 -1.666 8.951
H 18.641 -1.039 7.592
H 19.935 -1.915 9.766
H 19.064 -0.610 10.565
H 20.082 0.955 9.210
H 18.296 1.055 8.863
C 24.722 2.417 15.962
C 24.675 0.940 15.970
O 24.698 0.448 14.609
O 25.734 2.882 15.092
H 24.945 2.771 16.971
H 23.739 2.864 15.748
H 23.776 0.566 16.489
H 25.502 0.489 16.529
H 25.208 -0.357 14.534
H 25.599 2.512 14.208
C 16.072 3.091 14.958
C 16.305 3.811 16.269
O 15.062 3.880 16.977
O 15.737 1.744 15.169
H 16.963 3.102 14.317
H 15.306 3.711 14.465
H 16.730 4.799 16.103
H 17.009 3.248 16.907
H 14.740 2.977 17.081
H 15.849 1.251 14.353
C 20.205 2.950 16.869
C 20.475 3.615 15.552
O 20.681 5.002 15.644
O 21.437 2.947 17.645
H 19.899 1.916 16.705
H 19.448 3.508 17.427
H 19.606 3.404 14.905
H 21.382 3.214 15.101
H 19.872 5.523 15.420
H 21.438 3.792 18.110
C 23.495 4.401 4.704
C 23.202 5.777 4.109
O 24.244 6.718 4.357
O 23.238 4.338 6.098
H 24.511 4.085 4.486
H 22.811 3.690 4.201
H 22.245 6.165 4.482
H 23.061 5.643 3.030
H 24.136 7.006 5.273
H 22.286 4.478 6.267
C 15.717 5.277 7.258
C 17.147 4.900 7.437
O 17.328 3.444 7.392
O 15.388 5.587 5.880
H 15.523 6.215 7.789
H 15.085 4.513 7.724
H 17.660 5.331 8.311
H 17.694 5.283 6.549
H 18.052 3.192 8.012
H 14.946 4.808 5.520
C 26.264 1.791 12.063
C 26.542 0.878 10.878
O 25.719 1.270 9.789
O 26.791 3.058 11.868
H 26.720 1.334 12.951
H 25.177 1.773 12.269
H 26.447 -0.184 11.161
H 27.587 1.081 10.615
H 24.831 0.886 9.972
H 26.692 3.402 10.928
C 20.847 8.498 11.871
C 20.646 7.032 11.670
O 21.788 6.440 11.145
O 21.408 9.098 10.718
H 21.515 8.718 12.713
H 19.862 8.929 12.047
H 19.788 6.832 11.009
H 20.368 6.566 12.634
H 21.726 5.480 11.250
H 22.316 8.782 10.638
C 25.244 5.804 13.770
C 24.812 6.456 12.504
O 25.650 7.587 12.171
O 25.229 6.740 14.882
H 26.187 5.267 13.666
H 24.441 5.088 14.011
H 23.817 6.893 12.575
H 24.791 5.712 11.695
H 26.547 7.281 12.383
H 24.458 6.638 15.427
C 14.522 2.216 9.518
C 13.538 2.896 10.420
O 13.943 3.108 11.733
O 14.903 0.926 9.995
H 15.430 2.831 9.419
H 14.078 2.140 8.511
H 12.541 2.439 10.412
H 13.438 3.910 10.013
H 14.027 2.262 12.189
H 15.552 0.634 9.332
*
```

Summary:
gap between HOMO and LUMO = 8.4998 eV
ΔE to the lowest compared entry with this formula, charge and spin = 0.0 kJ/mol